Arrangement one

18
Properties=species:S:1:pos:R:3:lowdin_spin:R:1 method="wB97M-V/def2-TZVPD" total_charge=+1 orbital_gap_ev="8.3 / 4.4" multiplicity=2
C 0.483 2.902 -1.822 0.00
C 0.383 1.471 -2.370 0.00
C 0.738 0.371 -1.410 0.00
H 1.492 3.323 -1.855 0.00
H 0.310 3.098 -0.750 0.00
H -0.256 3.486 -2.360 0.00
H 0.950 1.427 -3.303 0.00
H -0.644 1.428 -2.755 0.00
H 1.794 0.319 -1.133 0.00
H 0.209 0.332 -0.450 0.00
H 0.398 -0.587 -1.812 0.00
C -1.877 -2.552 2.799 0.50
C -0.519 -2.711 2.819 0.23
O 0.246 -1.673 2.881 0.23
H -2.462 -3.468 2.797 0.02
H -2.459 -1.644 2.882 0.02
H -0.009 -3.664 2.926 0.00
H 1.224 -1.858 2.917 0.00

Arrangement two

18
Properties=species:S:1:pos:R:3:lowdin_spin:R:1 method="wB97M-V/def2-TZVPD" total_charge=+1 orbital_gap_ev="12.0 / 5.4" multiplicity=2
C -1.915 -0.113 -0.200 0.13
O -1.382 -0.272 -1.504 0.51
C -0.962 0.730 0.664 0.15
C 0.483 0.876 0.292 0.03
C 1.214 -0.430 0.007 0.03
C 2.497 -0.604 0.796 0.01
H -2.906 0.355 -0.288 0.05
H -2.106 -1.117 0.180 0.00
H -1.189 -1.203 -1.605 0.00
H -1.412 1.717 0.766 0.00
H -0.991 0.177 1.622 0.04
H 0.534 1.542 -0.583 0.01
H 1.030 1.404 1.080 0.02
H 0.531 -1.288 0.160 0.00
H 1.351 -0.550 -1.081 0.02
H 2.892 -1.613 0.748 0.00
H 2.372 -0.385 1.857 0.00
H 3.207 0.142 0.435 0.00

Energies relative to the minimum, hartree: arrangement one 0.0000; arrangement two 0.0114

Arrangement one

51
Properties=species:S:1:pos:R:3:mulliken_charge:R:1 method="wB97M-V/def2-TZVPD" orbital_gap_ev=7.2 smiles="COc1ccc([C@H](CNC(=O)c2ccc3c(c2)CCC3)N(C)C)cc1"
C -0.355 -6.520 -0.024 -1.28
H 0.347 -7.337 -0.241 0.29
O 0.224 -5.438 -0.540 -0.36
C -0.559 -4.149 -0.490 0.46
C -1.961 -3.960 -0.184 -0.62
C -2.519 -2.763 0.035 -0.13
C -1.915 -1.545 -0.259 0.94
C -0.532 -1.758 -1.017 -0.83
C 0.177 -2.935 -0.995 -1.27
H 1.076 -3.018 -1.272 0.79
H 0.105 -0.972 -1.257 0.73
C -2.416 -0.320 -0.490 -1.21
N -4.154 -0.329 -0.628 0.12
C -4.713 -0.568 0.754 -1.49
H -5.764 -0.835 0.366 0.36
H -4.845 0.559 1.333 0.24
H -4.442 -1.092 1.479 0.67
C -4.586 0.604 -1.331 -0.98
H -4.089 0.309 -2.465 0.23
H -5.584 0.329 -1.412 0.46
H -4.414 1.619 -1.143 0.35
H -2.055 0.243 -1.098 1.41
C -2.004 0.382 0.912 -0.97
N -0.605 0.748 1.007 -0.09
C -0.058 1.771 0.010 0.88
O -0.961 2.671 -0.191 -0.68
C 1.153 2.109 0.232 0.27
C 2.248 0.760 0.162 -0.89
C 3.554 1.151 0.277 -1.11
C 3.988 2.354 0.233 0.81
C 3.263 3.377 0.131 0.75
C 1.830 3.331 0.084 -1.53
H 1.150 4.070 0.231 0.53
C 3.900 4.837 0.138 -1.05
H 3.556 5.555 0.845 0.44
H 4.076 4.981 -0.822 0.40
C 5.387 4.265 0.363 -0.91
H 6.174 4.856 0.326 0.81
H 5.568 4.338 1.634 0.19
C 5.643 2.793 0.219 -1.43
H 6.001 2.198 0.931 0.56
H 5.995 2.741 -0.655 0.49
H 4.221 0.316 0.166 0.37
H 1.695 0.017 0.211 1.04
H 0.068 0.054 1.053 0.38
H -2.760 1.353 0.848 0.35
H -2.451 -0.081 1.812 0.14
H -3.721 -2.842 0.322 0.10
H -2.287 -5.035 0.184 0.21
H -1.039 -6.690 -0.678 0.59
H -0.613 -6.502 0.893 0.48

Arrangement two

51
Properties=species:S:1:pos:R:3:mulliken_charge:R:1 method="wB97M-V/def2-TZVPD" orbital_gap_ev=9.2 smiles="COc1ccc([C@H](CNC(=O)c2ccc3c(c2)CCC3)N(C)C)cc1"
C -4.466 -4.072 -0.758 -0.88
H -4.308 -3.917 -1.831 0.35
O -3.425 -3.513 0.005 -0.45
C -3.216 -2.168 -0.065 0.87
C -2.180 -1.671 0.729 -0.78
C -1.882 -0.326 0.726 -0.10
C -2.606 0.564 -0.064 -0.66
C -3.636 0.066 -0.844 -1.13
C -3.948 -1.284 -0.849 -0.48
H -4.761 -1.630 -1.468 0.44
H -4.215 0.740 -1.460 0.44
C -2.213 2.022 -0.126 0.48
N -1.721 2.464 1.173 0.08
C -2.796 2.430 2.147 -1.10
H -3.585 3.168 1.926 0.39
H -2.386 2.646 3.133 0.36
H -3.248 1.440 2.168 0.30
C -1.112 3.780 1.156 -1.00
H -0.192 3.770 0.577 0.28
H -1.787 4.552 0.753 0.32
H -0.857 4.050 2.180 0.37
H -3.092 2.623 -0.440 0.44
C -1.171 2.160 -1.261 -1.61
N 0.010 1.371 -1.037 -0.04
C 1.228 1.906 -0.798 0.61
O 1.441 3.105 -0.863 -0.69
C 2.307 0.921 -0.501 0.90
C 3.611 1.282 -0.830 -0.83
C 4.675 0.428 -0.589 -0.97
C 4.424 -0.797 -0.003 0.62
C 3.124 -1.157 0.349 0.17
C 2.063 -0.312 0.107 -0.66
H 1.068 -0.603 0.412 0.49
C 3.113 -2.511 0.998 -0.89
H 2.281 -3.131 0.664 0.34
H 3.032 -2.395 2.083 0.28
C 4.479 -3.098 0.610 -0.67
H 4.874 -3.769 1.371 0.31
H 4.380 -3.660 -0.320 0.30
C 5.389 -1.881 0.374 -0.87
H 6.139 -2.062 -0.395 0.37
H 5.912 -1.601 1.293 0.28
H 5.681 0.717 -0.856 0.43
H 3.771 2.249 -1.283 0.45
H -0.128 0.378 -0.939 0.14
H -1.653 1.833 -2.190 0.50
H -0.850 3.196 -1.381 0.57
H -1.099 0.064 1.358 0.85
H -1.627 -2.366 1.341 0.47
H -5.440 -3.662 -0.471 0.35
H -4.448 -5.139 -0.544 0.25

Energies relative to the minimum, hartree: arrangement one 0.7459; arrangement two 0.0000

Arrangement one

12
Properties=species:S:1:pos:R:3:mulliken_charge:R:1 method="wB97M-V/def2-TZVPD" orbital_gap_ev=11.1 smiles="O=CNC(=O)O.O"
O -0.010 0.586 -2.186 -0.56
C 0.919 0.279 -1.473 0.13
N 0.815 -0.683 -0.523 -0.16
C -0.231 -1.626 -0.236 0.56
O -1.452 -1.048 -0.235 -0.42
O 0.050 -2.695 0.185 -0.50
H 1.871 0.795 -1.606 0.40
H 1.618 -0.879 0.041 0.22
H -1.226 -0.126 -0.498 0.33
H -0.124 2.211 2.211 0.31
H -1.554 1.727 2.301 0.31
O -0.678 1.460 2.019 -0.61

Arrangement two

12
Properties=species:S:1:pos:R:3:mulliken_charge:R:1 method="wB97M-V/def2-TZVPD" orbital_gap_ev=11.7 smiles="O=CNC(=O)O.O"
O -1.800 -1.439 1.014 -0.60
C -0.690 -1.893 0.865 0.22
N 0.376 -1.075 0.564 -0.12
C 0.389 0.329 0.514 0.50
O -0.788 0.920 0.536 -0.49
O 1.426 0.924 0.493 -0.52
H -0.424 -2.946 0.918 0.37
H 1.312 -1.426 0.523 0.20
H -1.465 0.251 0.756 0.46
H 1.268 2.541 -2.903 0.32
H 0.103 1.597 -2.733 0.31
O 0.998 1.655 -3.153 -0.64

Energies relative to the minimum, hartree: arrangement one 0.0155; arrangement two 0.0000

Arrangement one

12
Properties=species:S:1:pos:R:3:mulliken_charge:R:1 method="wB97M-V/def2-TZVPD" orbital_gap_ev=11.1 smiles="O=CNC(=O)O.O"
O 1.484 -0.839 -1.266 -0.65
C 0.758 0.070 -0.821 0.39
N 0.598 0.119 0.518 -0.20
C 1.027 -1.006 1.403 0.57
O 2.286 -1.451 1.302 -0.44
O 0.120 -1.406 2.135 -0.52
H 0.100 0.979 -1.277 0.15
H -0.204 0.499 1.010 0.31
H 2.451 -1.277 0.347 0.39
H -2.098 1.306 -1.287 0.29
H -3.376 1.538 -0.551 0.33
O -3.146 1.466 -1.513 -0.62

Arrangement two

12
Properties=species:S:1:pos:R:3:mulliken_charge:R:1 method="wB97M-V/def2-TZVPD" orbital_gap_ev=11.7 smiles="O=CNC(=O)O.O"
O 0.605 -1.692 -1.301 -0.58
C -0.199 -1.734 -0.397 0.19
N -1.027 -0.700 -0.057 -0.14
C -0.809 0.643 -0.418 0.51
O 0.142 0.854 -1.320 -0.48
O -1.453 1.531 0.070 -0.56
H -0.302 -2.659 0.178 0.36
H -1.449 -0.814 0.853 0.27
H 0.502 -0.011 -1.602 0.44
H 0.724 2.067 1.327 0.33
H 2.079 1.278 1.158 0.31
O 1.188 1.236 1.508 -0.65

Energies relative to the minimum, hartree: arrangement one 0.0611; arrangement two 0.0000

Arrangement one

12
Properties=species:S:1:pos:R:3:mulliken_charge:R:1 method="wB97M-V/def2-TZVPD" orbital_gap_ev=10.7 smiles="CON(O)C(=O)O"
C 1.797 -0.233 -0.064 -0.50
C -1.116 0.600 0.064 0.76
N -0.402 -0.590 0.533 -0.01
O -1.100 -1.718 0.433 -0.35
O -2.123 0.499 -0.653 -0.63
O -0.584 1.702 0.422 -0.41
O 0.546 -0.480 -0.595 -0.30
H 1.724 -0.858 0.896 0.29
H 1.787 0.852 -0.046 0.24
H 2.430 -0.717 -0.852 0.19
H -1.815 -1.508 -0.206 0.34
H -1.144 2.451 0.068 0.39

Arrangement two

12
Properties=species:S:1:pos:R:3:mulliken_charge:R:1 method="wB97M-V/def2-TZVPD" orbital_gap_ev=10.4 smiles="CC(=O)O.O=NO"
C 0.223 0.685 -0.280 -0.89
C 0.340 -0.749 0.128 0.76
N -3.210 0.206 0.084 0.28
O -4.285 0.719 0.031 -0.40
O -3.165 -1.057 -0.445 -0.35
O -0.519 -1.590 -0.010 -0.69
O 1.509 -1.025 0.695 -0.45
H -0.431 1.198 0.424 0.26
H 1.203 1.152 -0.272 0.31
H -0.231 0.757 -1.265 0.30
H -2.232 -1.370 -0.338 0.52
H 1.555 -1.954 0.976 0.35

Energies relative to the minimum, hartree: arrangement one 0.0705; arrangement two 0.0000

Arrangement one

23
Properties=species:S:1:pos:R:3:mulliken_charge:R:1 method="wB97M-V/def2-TZVPD" orbital_gap_ev=9.2 smiles="CC1=CCC=C[C@@H]1C.C#N"
C 1.633 1.075 -0.503 -0.34
C 2.125 -0.004 0.398 -0.93
C 0.333 1.376 -0.668 -0.88
C 1.058 -1.016 0.495 -0.43
C -0.815 -0.289 -2.803 0.11
C -0.684 0.670 0.282 0.73
C -0.278 -0.789 0.412 0.36
C -0.831 1.312 1.623 -1.55
C -1.260 -1.923 0.494 -1.31
N -0.373 -1.181 -2.207 -0.42
H 2.305 1.628 -1.075 0.49
H 2.549 0.334 1.383 0.25
H 0.052 2.086 -1.437 0.60
H 1.324 -2.028 0.255 0.27
H -1.246 0.582 -3.199 0.31
H 3.058 -0.334 -0.035 0.42
H -1.679 0.701 -0.272 0.25
H 0.022 1.093 2.263 0.33
H -1.780 0.969 1.989 0.38
H -0.754 2.436 1.697 0.36
H -0.853 -2.882 0.628 0.44
H -1.591 -2.132 -0.674 0.28
H -2.313 -1.687 0.953 0.26

Arrangement two

23
Properties=species:S:1:pos:R:3:mulliken_charge:R:1 method="wB97M-V/def2-TZVPD" orbital_gap_ev=9.2 smiles="C/C(=C/C=C/C#N)C(C)C"
C -3.331 -0.119 0.062 0.30
C -1.901 1.775 0.425 -0.20
C -0.873 1.559 -0.355 -0.95
C -2.372 0.464 0.850 -0.59
C -0.594 0.068 -0.289 0.47
C -0.776 -0.677 -1.605 -1.07
C 0.712 -1.702 1.005 -1.54
C 1.757 0.399 0.193 -1.46
C 0.461 -0.260 0.675 0.70
N -4.256 -0.540 -0.482 -0.54
H -2.468 2.774 0.721 0.28
H -0.287 2.207 -0.946 0.60
H -2.494 0.315 1.861 0.51
H -0.105 -1.485 -1.523 0.39
H -0.687 0.042 -2.482 0.27
H -1.791 -1.078 -1.505 0.29
H 1.278 -1.845 1.877 0.43
H 1.037 -2.140 0.041 0.33
H -0.301 -2.065 1.215 0.34
H 2.178 -0.118 -0.673 0.31
H 2.560 0.289 1.005 0.38
H 1.656 1.486 0.143 0.46
H 0.326 0.449 1.603 0.31

Energies relative to the minimum, hartree: arrangement one 0.0000; arrangement two 0.0286